Entry w
Formula: C2H5N4
Source: the OMol25 dataset
Level of theory: ωB97M-V with the def2-TZVPD basis set

Geometry as ORCA input:
```
! wB97M-V def2-TZVPD RIJCOSX def2/J DEFGRID3
* xyz 1 1
C 1.620 1.546 -1.410
C 1.070 0.938 -0.290
N 2.208 2.048 -2.264
N 1.363 0.530 0.799
N -0.642 0.172 -1.242
N 1.055 -0.103 1.817
H -0.257 -0.493 -1.853
H -0.998 -0.259 -0.422
H 1.825 -0.174 2.547
H -0.997 0.939 -1.869
H 0.288 -0.837 1.825
*
```

Properties
orbital gap = 10.06 eV
molar mass = 85.1 g/mol


Entry x
Formula: C2H5N4
Source: the OMol25 dataset
Level of theory: ωB97M-V with the def2-TZVPD basis set

Geometry as ORCA input:
```
! wB97M-V def2-TZVPD RIJCOSX def2/J DEFGRID3
* xyz 1 1
C 1.334 0.716 0.043
C -1.281 0.566 -0.159
N 1.436 -0.570 0.361
N 0.229 -0.809 -0.329
N 0.161 0.620 -0.591
N -1.024 -0.824 0.391
H 2.093 1.488 0.040
H -1.684 1.242 0.650
H -1.835 0.694 -1.120
H 1.986 -1.391 0.433
H -1.415 -1.732 0.282
*
```

Properties
orbital gap = 9.49 eV
molar mass = 85.1 g/mol


Taking the most stable structure as the zero point, the relative energies in eV are entry w 0.000; entry x 1.887.


Entry w
Formula: C2H5N4
Source: the OMol25 dataset
Level of theory: ωB97M-V with the def2-TZVPD basis set

Geometry as ORCA input:
```
! wB97M-V def2-TZVPD RIJCOSX def2/J DEFGRID3
* xyz 1 1
C -2.064 1.260 0.275
C -0.792 -0.758 -0.372
N 3.904 -0.050 -0.258
N 2.845 0.275 0.152
N -1.500 0.323 -0.041
N 1.750 0.517 0.220
H -2.725 2.166 0.262
H -0.985 -1.726 -0.058
H 0.204 -0.536 0.147
H 4.679 -0.405 0.183
H -0.635 -0.998 -1.366
*
```

Properties
orbital gap = 8.93 eV
molar mass = 85.1 g/mol


Entry x
Formula: C2H5N4
Source: the OMol25 dataset
Level of theory: ωB97M-V with the def2-TZVPD basis set

Geometry as ORCA input:
```
! wB97M-V def2-TZVPD RIJCOSX def2/J DEFGRID3
* xyz 1 1
C 0.117 0.203 0.035
C 0.034 1.595 0.041
N -0.721 0.681 0.895
N 0.108 2.702 -0.504
N 0.580 -0.856 -0.420
N -0.003 -2.115 0.000
H -0.418 3.443 -0.153
H 1.104 -0.901 -1.389
H 0.342 -2.415 0.854
H -1.566 0.393 1.330
H 0.424 -2.730 -0.689
*
```

Properties
orbital gap = 10.80 eV
molar mass = 85.1 g/mol
SMILES = [H]/N=c1\[nH]\c1=[NH+]/N


Taking the most stable structure as the zero point, the relative energies in eV are entry w 0.965; entry x 0.000.


Entry w
Formula: C5H13NOS
Source: the OMol25 dataset
Level of theory: ωB97M-V with the def2-TZVPD basis set

Geometry as ORCA input:
```
! wB97M-V def2-TZVPD RIJCOSX def2/J DEFGRID3
* xyz 0 1
C -2.907 2.314 0.917
C -1.136 2.225 2.731
C 2.094 -1.914 -2.399
C 0.402 -0.531 0.555
C 1.141 -1.632 -0.243
N -0.631 0.218 -0.390
O 1.172 -1.219 -1.565
S -2.407 3.219 2.190
H -2.194 1.545 0.492
H -3.728 2.490 0.397
H -1.051 1.322 2.263
H -0.186 2.757 2.889
H 3.170 -1.600 -2.148
H 2.067 -1.374 -3.341
H 1.827 -2.921 -2.554
H -0.016 -0.997 1.462
H 1.050 0.335 0.929
H 0.457 -2.521 -0.371
H 2.161 -1.867 0.185
H 0.020 0.496 -1.062
H -1.308 -0.344 -0.938
*
```

Properties
orbital gap (alpha / beta) = 8.05 / 7.49 eV
molar mass = 135.2 g/mol


Entry x
Formula: C5H13NOS
Source: the OMol25 dataset
Level of theory: ωB97M-V with the def2-TZVPD basis set

Geometry as ORCA input:
```
! wB97M-V def2-TZVPD RIJCOSX def2/J DEFGRID3
* xyz 0 1
C -0.552 -0.725 -1.129
N 0.526 0.103 -0.657
C 0.853 0.424 0.734
C -0.364 0.912 1.537
S -0.752 2.666 1.236
C 1.495 -0.760 1.425
O 0.569 -1.854 1.541
C -1.346 -0.075 -2.286
H -1.261 -0.917 -0.333
H -0.221 -1.701 -1.493
H 0.888 0.754 -1.328
H 1.630 1.178 0.596
H -1.195 0.289 1.213
H -0.189 0.814 2.602
H -0.326 2.682 -0.035
H 1.778 -0.555 2.461
H 2.396 -1.087 0.916
H 0.697 -2.466 0.817
H -1.167 1.004 -2.387
H -1.036 -0.488 -3.242
H -2.422 -0.198 -2.189
*
```

Properties
orbital gap = 9.32 eV
molar mass = 135.2 g/mol
SMILES = CCN[C@H](CO)CS


Entry y
Formula: C5H13NOS
Source: the OMol25 dataset
Level of theory: ωB97M-V with the def2-TZVPD basis set

Geometry as ORCA input:
```
! wB97M-V def2-TZVPD RIJCOSX def2/J DEFGRID3
* xyz 0 1
C 1.219 -0.942 1.163
N 0.927 -2.093 -1.761
C 0.794 -1.769 -2.923
O -1.565 1.091 2.636
C -0.297 -1.170 0.874
C -0.792 -0.415 -0.381
C 0.074 0.709 -0.919
S -0.074 2.105 0.154
H 1.435 0.125 1.172
H 1.846 -1.494 0.472
H 1.369 -1.324 2.171
H 1.608 -1.926 -3.656
H 0.078 -0.997 -3.261
H -1.543 1.933 3.102
H -0.296 -2.224 0.600
H -0.833 -1.032 1.805
H -0.707 -1.164 -1.220
H -1.838 -0.114 -0.314
H 1.112 0.391 -1.050
H -0.296 0.978 -1.918
H -1.094 1.307 1.795
*
```

Properties
orbital gap = 3.86 eV
molar mass = 135.2 g/mol


Taking the most stable structure as the zero point, the relative energies in eV are entry w 4.362; entry x 0.000; entry y 5.474.